{"formula": "C2ClNS", "method": "ωB97M-V/def2-TZVPD", "relative_energy_kj_mol": 165.52, "e_homo_ev": -10.41, "e_tot_ha": -989.2309, "homo_lumo_gap_ev": 8.36, "species": ["Cl", "S", "N", "C", "C"], "xyz": [[-2.45560, -0.61571, -0.07926], [-0.88320, 0.43795, -1.07978], [1.66041, -0.22551, 1.37589], [0.57306, 0.44274, -0.61305], [1.10534, -0.03946, 0.39620]], "forces_ev_per_a": [[0.6, 0.0, 0.2], [-1.3, 0.6, -1.6], [1.1, -0.9, 2.2], [-4.4, 2.7, -6.6], [4.0, -2.4, 5.8]]}

---

{"formula": "C7H8", "method": "ωB97M-V/def2-TZVPD", "relative_energy_kj_mol": 622.46, "e_homo_ev": -9.46, "e_tot_ha": -271.2944, "homo_lumo_gap_ev": 9.09, "species": ["C", "C", "C", "C", "C", "C", "C", "H", "H", "H", "H", "H", "H", "H", "H"], "xyz": [[-0.48555, 0.39097, -0.59893], [0.73789, -1.82406, 0.03226], [2.83959, 0.65168, 0.02730], [0.71706, -0.56487, -0.31300], [1.59591, 0.57317, 0.08051], [0.33188, 1.47740, 0.12333], [-1.67884, -0.07179, 0.19865], [0.03330, -2.42808, -0.47922], [-0.08845, 1.65345, 1.20294], [1.69865, -2.34953, 0.24349], [-1.21800, -0.02651, 1.15950], [-2.57286, 0.50713, 0.08884], [-0.59407, 0.65080, -1.62725], [-1.90855, -1.04411, 0.19525], [0.59204, 2.40438, -0.33366]], "forces_ev_per_a": [[1.1, -1.1, 0.4], [2.2, -1.5, -1.4], [3.2, 0.3, -0.1], [-0.8, 1.6, 0.3], [-3.5, 0.1, 0.4], [0.3, 0.2, 2.4], [1.2, 3.0, 0.1], [-1.1, -0.8, 0.3], [1.1, -0.3, -2.0], [-0.9, 0.7, 0.5], [-0.6, 0.5, 1.4], [-0.4, 0.6, 0.1], [-0.4, -0.1, -0.9], [-0.9, -3.9, -1.1], [-0.5, 0.8, -0.5]]}